1.
ORCA calculation (ωB97M-V with the def2-TZVPD basis set) on an isolated molecule of H5N2OP.

Cartesian coordinates (Å):
N (0.64209, -1.31104, -0.17201)
N (0.26655, 1.27104, -0.23614)
O (-1.90920, -0.20689, -0.05429)
P (-0.44885, -0.17834, 0.36454)
H (0.06450, -2.15292, -0.54673)
H (1.07831, -0.79150, -1.01562)
H (-0.61623, 1.91315, -0.10504)
H (1.10163, 1.61183, 0.08665)
H (-0.17880, -0.15532, 1.67864)

Computed properties:
Energy relative to the best compared isomer or geometry (same formula, charge and spin): 31.8 kcal/mol
HOMO level (alpha / beta): -3.511 / -11.071 eV
Max |F|: 7.22 eV/Å
Multiplicity: 3
Kohn-Sham gap (alpha / beta): 0.16088 / 0.25216 hartree

=====

2.
ORCA calculation (ωB97M-V with the def2-TZVPD basis set) on a cluster of 2 separate species, H5N2OPS in total.

Cartesian coordinates (Å):
N (-0.66036, -0.22056, 1.46877)
N (-0.82582, 0.89547, -0.97631)
O (0.75670, -1.68750, -0.73539)
P (0.24099, 0.48859, 0.25943)
S (1.74672, 1.62902, 0.78560)
H (-0.45163, 0.23296, 2.34112)
H (-0.56983, -1.22952, 1.45514)
H (-0.38608, 1.27554, -1.79054)
H (-1.29052, 0.08913, -1.33828)
H (1.43983, -1.47312, -1.46955)

Computed properties:
Energy relative to the best compared isomer or geometry (same formula, charge and spin): 56.6 kcal/mol
HOMO level (alpha / beta): -9.452 / -9.453 eV
Max |F|: 3.37 eV/Å
Kohn-Sham gap (alpha / beta): 0.33026 / 0.33030 hartree

=====

3.
ORCA calculation (ωB97M-V with the def2-TZVPD basis set) on a cluster of 2 separate species, H5N2PS2 in total.

Cartesian coordinates (Å):
N (-1.01109, 1.59989, 1.12124)
N (-0.61752, 0.60631, -1.31065)
P (-0.38571, 0.41027, 0.33189)
S (-1.25213, -1.52594, 0.54864)
S (3.00327, -0.66208, 0.31281)
H (-1.17388, 1.38966, 2.18213)
H (0.18853, 0.61328, -1.77026)
H (-1.08517, 1.43150, -1.58244)
H (-0.23795, -2.03250, -0.17974)
H (2.57165, -1.83040, 0.34638)

Computed properties:
Energy relative to the best compared isomer or geometry (same formula, charge and spin): 95.6 kcal/mol
HOMO level (alpha / beta): -9.735 / -8.310 eV
Max |F|: 5.11 eV/Å
Kohn-Sham gap (alpha / beta): 0.30036 / 0.21878 hartree

=====

4.
ORCA calculation (ωB97M-V with the def2-TZVPD basis set) on a structure of composition H5N3S.

Cartesian coordinates (Å):
N (-0.97316, -1.27563, 1.11101)
N (1.40743, 1.50334, -0.97484)
N (-0.93968, -0.17489, 0.33821)
S (1.00648, -0.14740, -0.98009)
H (-0.91194, -2.26136, 0.60843)
H (-0.31778, -1.30560, 1.84031)
H (1.30329, 1.75421, 0.07979)
H (0.98146, 2.17746, -1.53131)
H (-1.55610, -0.27013, -0.49151)

Computed properties:
Energy relative to the best compared isomer or geometry (same formula, charge and spin): 40.5 kcal/mol
HOMO level (alpha / beta): -7.832 / -7.882 eV
Max |F|: 5.08 eV/Å
Kohn-Sham gap (alpha / beta): 0.28970 / 0.28863 hartree

=====

5.
ORCA calculation (ωB97M-V with the def2-TZVPD basis set) on a cluster of 3 separate species, H5N3S in total.

Cartesian coordinates (Å):
N (-0.63176, -1.44787, 0.20366)
N (2.38277, 0.72598, 0.22734)
N (0.15192, -0.43361, -0.15462)
S (1.74276, -0.69405, -0.16375)
H (-0.26354, -2.46931, -0.03808)
H (-1.55619, -1.33232, 0.44353)
H (-0.77997, 1.02079, -2.74770)
H (3.20463, 0.89958, -0.27271)
H (-0.37014, 0.77063, -2.06018)

Computed properties:
Energy relative to the best compared isomer or geometry (same formula, charge and spin): 69.9 kcal/mol
HOMO level (alpha / beta): -8.345 / -8.310 eV
Max |F|: 5.83 eV/Å
Kohn-Sham gap (alpha / beta): 0.29886 / 0.28959 hartree

=====

6.
ORCA calculation (ωB97M-V with the def2-TZVPD basis set) on a cluster of 2 separate species, H5N3S in total.

Cartesian coordinates (Å):
N (-1.18678, -1.43538, -0.12317)
N (1.54353, 0.99155, 0.23127)
N (-1.94506, -0.55640, 0.45517)
S (-2.01480, 0.91456, -0.09314)
H (-1.14585, -2.35231, 0.29536)
H (-0.57734, -1.21367, -0.90604)
H (2.14142, 1.51242, 0.86359)
H (1.02784, 1.65880, -0.32942)
H (2.15703, 0.48043, -0.39361)

Computed properties:
Energy relative to the best compared isomer or geometry (same formula, charge and spin): 3.3 kcal/mol
Structure (SMILES): NN=S.N
HOMO level (alpha / beta): -8.174 / -8.174 eV
Max |F|: 0.91 eV/Å
Kohn-Sham gap (alpha / beta): 0.30387 / 0.30384 hartree

=====

7.
ORCA calculation (ωB97M-V with the def2-TZVPD basis set) on a structure of composition H5N3Si.

Cartesian coordinates (Å):
N (1.30650, -0.14841, -0.64314)
N (0.07198, 0.28330, 0.65629)
N (2.39244, -0.14583, 0.07199)
Si (-1.41280, 0.09424, -0.14068)
H (2.48082, 0.29441, 0.95428)
H (3.18631, -0.35218, -0.45645)
H (-2.31306, 0.74448, 0.85740)
H (-1.56403, 0.44419, -1.48410)
H (-1.69374, -1.40801, -0.33364)

Computed properties:
Energy relative to the best compared isomer or geometry (same formula, charge and spin): 77.4 kcal/mol
HOMO level (alpha / beta): -8.543 / -8.544 eV
Max |F|: 6.67 eV/Å
Kohn-Sham gap (alpha / beta): 0.27571 / 0.27579 hartree

=====

8.
ORCA calculation (ωB97M-V with the def2-TZVPD basis set) on a cluster of 2 separate species, H5N4O in total.

Cartesian coordinates (Å):
N (-1.10137, 0.18592, -1.10625)
N (1.68545, -0.41961, 0.72370)
N (-1.09537, 1.31625, -0.29514)
N (0.38172, -0.72678, 1.27995)
O (-0.30490, -1.50553, 0.46993)
H (-2.09528, -0.01420, -1.33061)
H (-0.71145, -0.66183, -0.55467)
H (1.84283, 0.44975, 1.35225)
H (1.45309, -0.12439, -0.17157)
H (-0.05473, 1.50040, -0.36760)

Computed properties:
Energy relative to the best compared isomer or geometry (same formula, charge and spin): 50.2 kcal/mol
Charge: -1
HOMO level (alpha / beta): -1.851 / -3.110 eV
Max |F|: 3.84 eV/Å
Kohn-Sham gap (alpha / beta): 0.25717 / 0.30301 hartree

=====

9.
ORCA calculation (ωB97M-V with the def2-TZVPD basis set) on a cluster of 2 separate species, H5N5 in total.

Cartesian coordinates (Å):
N (0.68107, 0.81771, -0.01008)
N (0.36541, 1.92259, -0.37660)
N (1.90751, 0.39402, 0.31831)
N (-1.45081, -0.30441, 0.28547)
N (-2.00784, 0.89030, 0.25108)
H (2.73291, 0.90068, -0.10842)
H (1.93083, -0.55716, 0.43087)
H (-1.33306, -0.67411, 1.30895)
H (-1.56815, -1.00088, -0.46671)
H (-1.74186, 1.33914, -0.61782)

Computed properties:
Energy relative to the best compared isomer or geometry (same formula, charge and spin): 53.9 kcal/mol
HOMO level (alpha / beta): -8.095 / -7.570 eV
Max |F|: 3.87 eV/Å
Kohn-Sham gap (alpha / beta): 0.33104 / 0.28335 hartree

=====

10.
ORCA calculation (ωB97M-V with the def2-TZVPD basis set) on a cluster of 2 separate species, H5NO in total.

Cartesian coordinates (Å):
N (-1.50562, 1.67355, 0.45028)
H (-0.95712, 2.34325, -0.06269)
H (-2.27500, 1.22026, -0.02271)
H (-0.96954, 1.08326, 1.05974)
H (1.35888, -0.83958, 0.05270)
H (0.90536, -1.55412, -1.11434)
O (1.51016, -1.69786, -0.36972)

Computed properties:
Energy relative to the best compared isomer or geometry (same formula, charge and spin): 8.9 kcal/mol
Structure (SMILES): N.O
HOMO level: -9.878 eV
Max |F|: 1.20 eV/Å
Kohn-Sham gap: 0.38687 hartree

=====

The highest max |F| belongs to which entry?
H5N2OP